Density functional theory data (ωB97M-V with the def2-TZVPD basis set) for a cluster of 10 separate species, C38H58O29 in total in a non-equilibrium geometry.

orbital gap	5.7	eV
total energy	-3664.89845	hartree
total charge	-2
energy above the lowest of the compared OMol25 structures with the same formula, charge and spin	36.22	kJ/mol

XYZ file:
```
125
Properties=species:S:1:pos:R:3:forces:R:3
O -0.358721 0.361660 1.713088 -0.1319 0.0641 -0.4314
C -0.169407 -0.398297 0.580320 -0.0324 0.3530 1.4525
C 0.196163 0.295134 -0.765125 0.5148 1.2827 0.0523
O 1.337066 1.053988 -0.937956 0.3354 -0.8811 0.3176
H -1.116087 -0.972154 0.379989 -0.1708 -0.2465 -0.5601
H 0.563184 -1.217199 0.805673 0.3447 -0.1090 -0.3110
H -0.653990 1.001834 -0.921099 -0.4478 -0.4230 -0.1994
H 0.162352 -0.516876 -1.533714 -0.4306 -0.2272 -0.0417
C -0.888858 4.233448 -1.506081 0.2472 0.0802 -0.6271
C 0.510880 4.745911 -1.815351 -0.9376 0.3054 0.4641
C 1.496333 3.720018 -2.355475 -1.2393 -0.1554 0.8242
O 2.068958 4.367465 -3.497560 0.6324 -0.4268 0.1904
C 1.469627 5.541255 -3.708239 -0.4069 0.6834 -0.3095
O 1.782487 6.357005 -4.526438 0.2075 -0.3790 -0.0771
O 0.426440 5.708654 -2.882230 0.1322 0.1199 0.2758
H -1.527239 5.053315 -1.179623 0.0762 -0.0758 0.3646
H -0.821479 3.425928 -0.776829 -0.1248 0.0376 0.0856
H -1.356636 3.876473 -2.429008 0.1392 -0.2621 0.0298
H 0.856130 5.268550 -0.918529 0.3415 0.0329 -0.1537
H 0.907882 2.828824 -2.576030 0.5302 -0.1745 -0.5488
H 2.191053 3.421325 -1.575985 0.4472 0.0187 -0.4017
C 4.959698 2.443573 -2.400227 0.9194 0.3116 -1.1550
C 4.491199 1.005494 -2.597391 -0.7360 0.7983 0.0007
C 3.386636 0.837451 -3.644313 -1.0431 0.2166 1.1308
O 3.956217 0.082887 -4.689918 0.2176 0.0138 -0.4028
C 5.223048 -0.256616 -4.372874 -0.5789 -0.1836 0.5428
O 5.919836 -0.921733 -5.068266 0.3780 0.0454 -0.0694
O 5.533021 0.193910 -3.135211 0.5844 -0.1316 -0.2623
H 4.419824 3.079566 -1.705549 -0.1636 -0.4868 0.3082
H 4.921197 2.978144 -3.357164 -0.3062 -0.1282 -0.0908
H 6.033966 2.477072 -2.202534 -0.1077 -0.2358 0.6057
H 4.084596 0.577993 -1.681570 0.4923 0.0014 0.2175
H 2.950295 1.770802 -4.002144 0.3258 0.0387 -0.2323
H 2.584338 0.303604 -3.123851 -0.0966 -0.1899 -0.4110
C 0.153033 -1.451383 -4.286271 -0.7344 -0.7548 -0.9003
C -0.589620 -0.314161 -4.982084 0.1892 -0.1171 1.9522
C -0.207319 1.056410 -4.371790 0.7352 -1.7092 -0.6271
O 0.128387 1.803531 -5.551364 -0.7154 0.7788 0.3939
C 0.074323 1.031642 -6.653683 1.3488 -0.1760 0.3233
O 0.378078 1.387093 -7.746022 -0.4253 0.2236 -0.2309
O -0.163140 -0.251689 -6.318345 -0.5849 0.1695 -0.6237
H -0.029094 -2.364967 -4.863441 0.0099 -0.0117 -0.0332
H -0.238210 -1.660189 -3.295820 0.1269 0.4939 0.1230
H 1.232068 -1.306448 -4.297090 -0.0126 0.2739 0.2064
H -1.676328 -0.411888 -4.901773 0.0295 -0.4087 -0.3758
H 0.681788 0.872483 -3.769327 0.0355 0.6396 0.1083
H -0.997070 1.429085 -3.729045 -0.0149 0.7056 -0.4235
C -3.727952 -0.987786 2.232640 0.0534 -0.1532 -0.8632
C -3.057746 -2.303802 2.609686 0.2581 0.9487 0.2177
C -1.683689 -2.154033 3.287436 -0.1577 0.3626 -0.4793
O -1.894547 -2.575819 4.637490 -0.3635 -0.2686 0.1345
C -3.175014 -3.008305 4.791995 0.9471 0.3455 0.2040
O -3.642893 -3.387132 5.821794 0.0169 -0.0805 -0.0099
O -3.823774 -2.917005 3.642721 -1.2147 -0.6780 -0.4014
H -3.026190 -0.332327 1.706651 0.2785 -0.3261 0.0038
H -4.122609 -0.431405 3.082536 -0.0908 -0.3429 0.0980
H -4.519041 -1.185246 1.507178 -0.2702 -0.0400 0.2486
H -3.039903 -2.947656 1.734289 0.0337 -0.1887 0.2200
H -1.329188 -1.120148 3.265088 -0.3969 -0.1159 -0.2579
H -0.914899 -2.748488 2.793534 0.0198 -0.2288 0.2372
C -0.407290 -5.820458 -0.257996 0.0189 0.1714 0.8225
C -0.889809 -4.376913 -0.393256 0.4207 -0.6348 -0.4748
C -0.884993 -3.754803 -1.777447 0.0218 -0.7766 -0.2295
O -2.112483 -3.031798 -1.802728 -0.1076 0.1324 -0.4191
C -2.935877 -3.522836 -0.859109 -0.5975 0.6187 0.1596
O -4.089703 -3.236609 -0.721687 0.3391 0.0339 -0.2921
O -2.287737 -4.359258 -0.047122 0.5721 -0.0521 0.3601
H -0.027896 -5.851037 0.766090 0.3398 -0.5561 -0.1808
H 0.345189 -6.155667 -0.969421 0.2112 0.3973 0.0238
H -1.213492 -6.551924 -0.294211 -0.2685 0.2742 -0.2024
H -0.287916 -3.736191 0.256568 -0.5454 0.0923 0.2998
H -0.893546 -4.530569 -2.553467 -0.1940 0.1083 -0.0307
H -0.028345 -3.115299 -1.967715 -0.1771 0.2720 0.2339
C -2.704143 0.736385 5.688137 -0.0226 0.3921 -0.5543
C -2.057676 1.789471 4.789380 -0.1780 -0.1925 0.0233
C -2.574859 1.872151 3.366724 0.8000 -0.4729 -0.2302
O -3.691516 2.763128 3.483537 -0.2213 -0.1308 -0.3086
C -3.411652 3.605326 4.482673 0.2546 0.0636 0.3901
O -3.941750 4.652859 4.680941 -0.2602 0.1175 0.0481
O -2.424519 3.106519 5.261946 0.2712 0.0989 0.1934
H -2.187989 0.698588 6.644840 -0.1631 -0.0195 0.0969
H -2.663431 -0.249122 5.222497 0.1432 0.0238 0.0700
H -3.752213 1.011756 5.815706 -0.0256 -0.1490 0.2116
H -0.974476 1.686839 4.801909 0.0297 0.2153 -0.0183
H -2.831247 0.905684 2.944995 -0.1503 0.6306 0.2498
H -1.826080 2.308753 2.704370 0.0172 0.0029 -0.0073
C -3.174347 0.291677 -1.957793 0.6798 0.2879 -0.0758
C -4.154106 0.987800 -1.051816 0.2554 -0.3036 -0.3037
C -3.609020 1.928698 0.024242 -0.1437 -0.8480 0.9252
O -3.919977 3.250108 -0.413406 0.1920 -0.3921 0.0208
C -4.758940 3.162640 -1.446364 0.0411 -0.0827 -0.7611
O -5.210642 4.097497 -2.028209 -0.3016 0.2473 0.0017
O -4.987344 1.876970 -1.811669 -0.2277 0.1875 0.1714
H -3.702600 -0.293897 -2.709005 -0.0076 -0.0558 0.0286
H -2.511357 -0.349239 -1.371643 -0.2048 -0.1480 0.0149
H -2.495940 0.994800 -2.445623 -0.2123 0.1308 -0.0491
H -4.757796 0.179636 -0.630388 -0.3125 0.4148 0.1869
H -2.548735 1.812158 0.254989 0.0805 0.1125 -0.2483
H -4.176424 1.718205 0.934793 0.1162 0.3392 0.1402
C 2.565110 -3.136259 -0.060221 -0.0749 -0.1864 -0.0155
C 3.329190 -1.880336 -0.414217 0.4717 0.2105 0.4945
C 3.561724 -0.906585 0.762125 -1.1764 -0.0369 -1.0912
O 4.967897 -0.622902 0.714074 -0.4289 0.4346 0.0913
C 5.564978 -1.405277 -0.199792 -0.0816 -0.8635 0.3736
O 6.736060 -1.470326 -0.395474 0.2776 0.3702 -0.0365
O 4.672989 -2.223744 -0.785348 0.1759 -0.2326 -0.4204
H 2.123206 -3.599468 -0.944204 0.1320 -0.1014 -0.0082
H 1.760202 -2.945302 0.650905 0.0353 0.2675 -0.1083
H 3.248420 -3.839668 0.418994 0.0339 -0.0449 -0.0931
H 2.927492 -1.327965 -1.265718 -0.4330 -0.0653 0.1715
H 3.248722 -1.298191 1.726819 0.4551 -0.2470 0.0827
H 2.896408 -0.068485 0.505774 0.5033 0.5707 0.3466
C 3.260902 0.363147 4.098580 0.1051 0.1211 0.3216
C 1.980717 -0.047855 4.801721 -0.1607 -1.0422 -1.8235
C 1.146224 -1.113549 4.021981 -0.3015 1.0397 0.7104
O 0.971240 -2.167433 4.972621 0.0585 -0.5445 -0.3820
C 1.626482 -1.909846 6.094403 0.0961 -0.3859 0.4275
O 1.625265 -2.611622 7.063264 0.0910 0.0836 -0.0739
O 2.320971 -0.767582 5.995855 -0.0466 1.0577 0.4446
H 3.191586 0.540305 3.027221 -0.5905 0.0840 0.0449
H 3.985077 -0.444155 4.222530 0.1927 0.2002 0.1585
H 3.587352 1.298082 4.556557 0.4918 -0.1884 -0.0159
H 1.353520 0.832225 4.946325 0.0357 -0.1110 0.7186
H 1.638272 -1.453643 3.113771 -0.1325 -0.1916 0.0360
H 0.143200 -0.744364 3.817417 0.7752 0.2221 -0.4628
```
Positions in Å, forces in eV/Å.